The following is a DFT calculation (ωB97M-V/def2-TZVPD) of a single C5H3N molecule.

Each line ends with the Mulliken charge.
Atoms and positions in Å:
1 C -0.257 -1.032 0.064  -0.34
2 C 1.096 -0.737 0.085  -0.36
3 C -0.956 0.284 0.062  0.36
4 C 1.309 0.712 0.066  -0.11
5 C -2.248 0.287 0.049  -0.22
6 N 0.115 1.226 0.081  -0.50
7 H 1.735 -1.503 -0.335  0.35
8 H 2.175 1.242 0.113  0.47
9 H -2.970 -0.478 -0.184  0.35

The calculation puts the energy relative to the best compared isomer or geometry (same formula, charge and spin) at 590.6 kJ/mol. The largest force on an atom comes out at 0.1247 Eh/bohr. The frontier orbital gap (spin up / spin down) comes out at 6.20 / 5.31 eV.